(1)
The following is a quantum chemistry calculation of C42H39AgF3N3O3S2Te as an isolated structure, from OMol25.

Each line ends with the Löwdin charge.
Atoms and positions in Å:
C  -0.064  3.502  -1.096  -0.1422
H  -3.361  -2.902  4.904  0.0879
F  0.633  -5.161  -2.134  -0.1029
C  1.352  4.060  0.752  -0.1396
C  0.785  5.325  0.811  -0.1180
H  -8.059  -0.724  -0.441  0.0646
C  -7.524  0.218  -0.310  -0.0707
Ag  1.443  -2.288  -0.835  0.6457
H  -0.670  6.667  -0.032  0.0831
C  2.494  -1.208  2.172  -0.5602
C  -0.647  4.763  -1.030  -0.1104
H  -7.705  0.567  0.710  0.0706
C  0.710  -2.576  -5.501  -0.0296
C  4.940  -1.369  1.847  -0.1124
O  -1.399  -0.237  -2.764  -0.3305
S  2.674  -0.495  3.788  1.0422
H  -3.110  1.756  -0.406  0.1088
C  -5.165  1.100  -0.363  -0.0568
H  6.742  -1.400  -1.008  0.0850
F  0.947  -5.302  0.009  -0.0733
C  -0.219  5.682  -0.082  -0.1303
C  -3.307  -0.270  -1.035  -0.2678
C  0.148  -0.199  5.061  -0.0974
C  6.055  -1.393  1.027  -0.1285
H  -3.561  -1.442  5.879  0.0665
C  -3.329  -1.073  3.733  -0.5564
C  -6.051  0.045  -0.573  -0.2983
C  0.621  -1.329  -6.109  -0.3399
C  1.339  -0.396  -4.032  -0.1638
H  -4.901  -2.026  4.884  0.0758
C  4.619  1.837  0.704  -0.1407
H  5.805  3.730  -2.438  0.0877
O  -1.290  -1.854  -0.920  -0.3785
C  3.660  -1.353  1.281  -0.3298
H  -5.069  0.226  3.737  0.0769
H  -5.545  2.051  -0.002  0.1055
H  -3.489  -1.194  1.566  0.0716
H  -3.719  0.848  4.701  0.0719
H  -6.211  -2.004  -1.177  0.1014
C  5.874  -1.397  -0.353  -0.1184
N  1.448  -1.585  -3.448  0.0453
C  -1.809  -0.922  3.791  -0.1704
H  1.573  0.459  -3.407  0.0649
C  -4.178  -1.328  -1.249  -0.0592
S  -1.552  -0.477  -1.339  0.3894
H  -1.372  -1.697  1.805  0.1083
C  5.475  3.202  -1.550  -0.1129
H  1.119  6.033  1.562  0.0874
H  0.572  0.234  5.959  0.0957
H  0.860  0.785  -5.758  0.1010
C  3.747  1.987  -0.370  -0.4941
H  0.448  -3.480  -6.039  0.0992
Te  1.782  1.160  -0.302  1.5030
C  1.123  -2.650  -4.180  -0.1271
H  7.343  3.447  -0.514  0.0847
C  0.387  -1.129  2.841  -0.2851
C  6.337  3.045  -0.472  -0.1210
C  0.943  -0.214  -5.347  -0.0351
C  0.946  3.137  -0.209  -0.4817
H  -3.772  -2.279  -1.570  0.1167
C  -3.778  -1.762  2.449  -0.0556
H  7.052  -1.399  1.455  0.0833
C  -3.980  0.317  3.783  -0.0470
H  3.530  2.783  -2.350  0.0899
C  0.956  -0.584  3.995  -0.4810
H  0.498  -0.363  -7.890  0.0732
C  -1.217  -0.370  4.943  -0.0602
C  4.595  -1.401  -0.891  -0.1477
N  0.172  -1.199  -7.432  0.0764
H  4.493  -1.420  -1.974  0.0795
C  5.906  2.357  0.653  -0.1006
C  1.386  -4.566  -1.091  -0.5072
H  1.187  -3.607  -3.676  0.0828
C  -5.537  -1.167  -1.020  -0.0570
H  -7.967  0.951  -0.989  0.0715
H  -4.868  -1.853  2.447  0.0837
H  -3.651  0.920  2.934  0.0892
F  2.645  -5.131  -1.324  -0.0826
C  -0.995  -1.296  2.737  0.0675
H  -0.412  2.783  -1.830  0.0898
H  5.067  -1.362  2.927  0.0742
H  -1.847  -0.060  5.769  0.0957
C  3.427  -1.390  -0.108  -0.2424
H  -1.438  5.026  -1.723  0.0904
C  -3.814  -1.909  4.925  -0.0601
H  4.295  1.285  1.579  0.0791
N  1.280  -1.470  1.847  0.0801
H  -3.350  -2.762  2.357  0.0973
H  2.127  3.785  1.460  0.0916
C  4.194  2.670  -1.500  -0.1385
O  -0.929  0.538  -0.495  -0.4844
C  -3.806  0.948  -0.592  -0.0561
H  0.335  -2.018  -7.997  0.0728
H  6.576  2.211  1.493  0.0944

Values from the calculation:
**E**: -95916.90063 eV
**Charge**: -2
**HOMO energy**: -1.41 eV



(2)
The following is a quantum chemistry calculation of C3H4N2O2 as an isolated structure, from OMol25.

Each line ends with the Löwdin charge.
Atoms and positions in Å:
N  1.414  1.292  0.130  0.1764
H  -2.009  -0.864  -0.651  0.0176
O  -1.039  1.001  -0.240  -0.0457
O  0.479  -0.698  -0.188  -0.0104
C  2.259  0.304  0.032  -0.2990
H  3.527  0.181  -0.158  0.1952
H  -3.173  -0.087  0.004  0.1391
H  -1.570  -0.635  1.110  0.1016
C  -1.998  -0.265  0.160  0.0670
C  0.311  0.656  -0.150  -0.3829
N  1.800  -0.885  -0.048  0.0413

Values from the calculation:
**E**: -10246.72475 eV
**Charge**: 0
**HOMO energy**: -10.04 eV



(3)
The following is a quantum chemistry calculation of a 2-piece molecular cluster, C4H8O2 overall, from OMol25.

Each line ends with the Mulliken spin population.
Atoms and positions in Å:
O  -0.473  -0.026  -2.011  0.0100
C  -0.432  -0.967  1.039  0.7492
H  0.927  -1.684  2.539  0.0630
H  -1.643  1.155  -0.740  0.0045
H  -0.934  -0.169  1.628  -0.0030
C  0.145  2.129  -1.277  0.0345
H  1.687  -0.522  1.490  0.0567
C  -0.699  1.085  -1.279  -0.0153
H  -0.032  2.947  -0.598  -0.0029
O  -1.092  -1.585  0.115  0.2052
H  1.060  1.962  -1.832  0.0032
H  1.333  -2.163  0.899  0.0032
H  -0.780  -0.826  -1.468  0.0108
C  0.933  -1.336  1.493  -0.1191

Values from the calculation:
**E**: -8370.86837 eV
**Multiplicity**: 2
**Charge**: -1
**HOMO energy (alpha / beta)**: -0.01 / -3.61 eV



(4)
The following is a quantum chemistry calculation of C38H30Cl2N3O7S2Ta as an isolated structure, from OMol25.

Each line ends with the Löwdin charge.
Atoms and positions in Å:
H  2.388  -5.575  -0.709  0.1104
H  5.716  -0.174  4.822  0.0857
H  4.102  2.434  -2.221  0.1306
C  3.188  -2.312  -1.365  -0.1819
H  6.039  -3.934  -2.389  0.1010
S  4.516  2.387  1.429  0.8276
C  3.044  2.375  -2.075  -0.0238
C  -1.551  1.255  0.277  -0.4493
C  -5.740  1.617  0.974  -0.0744
C  2.580  -0.983  -1.361  -0.4085
H  -2.465  -0.975  -0.716  0.1159
C  2.733  4.699  -2.969  -0.0213
H  -2.206  -3.227  0.183  0.1072
C  -3.924  0.222  0.156  -0.1354
C  5.023  -3.803  -2.047  -0.0610
N  3.324  0.068  -1.718  0.0927
H  4.582  -5.862  -1.934  0.1019
H  -2.901  3.275  1.291  0.1212
Cl  1.245  2.473  6.928  0.6677
H  4.487  0.889  5.653  0.0954
H  3.973  -0.493  4.543  0.0792
N  2.597  1.222  -1.584  -0.1739
H  1.518  -3.240  -0.426  0.1217
C  0.546  5.523  -3.467  -0.0622
C  4.439  -2.536  -1.900  -0.0363
C  4.735  0.306  4.746  -0.0546
H  2.343  6.594  -3.917  0.1059
N  -3.486  -0.832  -0.602  0.1082
C  2.394  2.870  1.710  -0.3678
C  1.324  1.942  5.281  -0.6620
C  0.891  0.614  4.999  -0.1396
H  2.594  3.898  1.954  0.0941
C  -0.035  4.361  -2.955  0.0109
C  -4.212  -1.798  -1.235  -0.2174
C  0.924  0.067  3.733  -0.6010
H  -5.350  -6.022  -1.513  0.0657
C  1.836  2.095  2.888  -0.1648
O  -1.001  0.239  -0.425  -0.1393
C  -4.914  2.663  1.145  -0.1046
C  4.750  0.951  2.424  -1.2462
H  0.615  -0.063  5.892  0.1335
Ta  0.992  1.250  -0.269  2.0254
H  -6.763  1.639  1.304  0.1070
C  -4.362  -5.607  -1.599  -0.0381
C  -6.352  -2.472  -2.175  -0.0659
O  1.374  0.227  1.388  -0.2416
S  4.709  -0.557  1.836  0.7225
C  -5.853  -3.764  -2.274  -0.0686
C  1.332  0.823  2.606  -0.3499
O  1.306  -0.813  -1.080  -0.1535
C  1.929  5.656  -3.556  -0.0973
H  -1.977  -4.325  -1.147  0.0645
O  4.747  1.354  3.693  -0.2384
H  -0.091  6.364  -3.738  0.1103
C  0.767  3.350  -2.379  -0.3024
Cl  0.421  -1.562  3.512  0.7346
H  -3.622  -5.833  -0.875  0.0547
O  -0.741  2.112  0.769  -0.0724
H  -1.090  4.158  -2.885  0.1172
C  -3.647  -3.082  -1.383  -0.1599
C  -3.548  2.458  1.008  -0.0263
H  5.063  -1.646  -2.146  0.1225
C  2.493  -3.414  -0.903  -0.0243
C  2.198  3.487  -2.403  -0.1314
C  2.998  -4.708  -1.004  -0.0710
C  -4.570  -4.088  -1.767  -0.1921
H  -5.882  -0.511  0.448  0.1051
C  4.233  -4.876  -1.624  -0.0962
H  -1.472  -2.680  -1.478  0.1098
H  3.822  4.864  -3.021  0.1217
H  -6.371  -4.549  -2.782  0.0981
O  1.699  2.857  0.530  -0.2936
H  -5.782  -0.455  -1.696  0.1002
C  -5.488  -1.478  -1.717  -0.0412
C  1.803  2.694  4.181  -0.0200
H  -3.953  -6.037  -2.528  0.0871
C  -2.242  -3.297  -0.924  -0.0370
H  1.972  3.784  4.255  0.1312
H  -5.213  3.693  1.380  0.1135
H  -7.359  -2.257  -2.400  0.0886
O  0.119  2.383  -1.748  -0.1739
C  -5.267  0.362  0.533  -0.0191
C  -2.990  1.281  0.560  -0.0508

Values from the calculation:
**E**: -106965.49012 eV
**Charge**: 0
**HOMO energy**: -7.42 eV



Computed energy relative to the best compared isomer or geometry (same formula, charge and spin), in the same sequence as the records: 0.000, 5.540, 0.247, 1.726 eV.